9
Properties=species:S:1:pos:R:3 method="wB97M-V/def2-TZVPD" charge=+3 e_above_lowest_ev=4.754 multiplicity=6 homo_ev="-23.75 / -23.79" max_force_ev_per_a=8.14 gap_ev="7.746 / 7.993" e_lumo_ha="-0.588 / -0.580"
O -0.443 -0.089 -0.795
Pm -1.625 -2.048 -2.240
C 0.001 -0.244 0.346
C 0.832 0.823 0.930
H 1.539 0.058 1.047
H 1.076 1.616 0.224
H 0.512 1.181 1.907
Li -1.787 -0.127 -2.329
H -0.105 -1.171 0.910